This record from the Open Molecules 2025 dataset describes an isolated ion of composition C4H8NO2 and charge +1. The level of theory is the ωB97M-V functional and the def2-TZVPD basis.

Last column: Löwdin charge in e.
CARTESIAN COORDINATES (ANGSTROEM)
C1 0.68416 1.03883 0.86172  0.030
C2 0.20958 -0.10247 1.33469  -0.004
C3 0.39547 1.36546 -0.58928  -0.157
C4 -0.47778 -1.10306 0.63523  -0.377
N1 0.12767 0.05197 -1.29974  0.030
O1 0.09910 -2.22804 0.35925  0.207
O2 -1.76299 -1.03186 0.31798  0.194
H1 1.23956 1.74116 1.34639  0.101
H2 0.60139 -0.36769 2.28903  0.145
H3 -0.49753 1.88945 -0.76148  0.108
H4 1.22096 1.88970 -1.03175  0.118
H5 -0.33741 0.23109 -2.22161  0.137
H6 1.00659 -0.38626 -1.38914  0.083
H7 -0.42801 -2.86900 -0.23282  0.222
H8 -2.08076 -0.11927 0.38155  0.162

Forces on the atoms, in the same order (eV/Å):
C -2.5 -1.2 -3.3
C 2.1 1.3 1.9
C 0.4 -2.4 -0.5
C -2.4 -1.5 -3.5
N -0.9 2.0 0.1
O -0.7 -0.8 -0.2
O 1.1 -0.4 0.7
H 1.4 1.4 1.9
H -0.2 -0.5 0.9
H -1.1 1.4 0.3
H 0.4 0.4 -0.2
H 0.9 -0.4 1.1
H 1.0 -0.8 -0.8
H 0.6 1.4 1.3
H -0.1 0.0 0.2

Calculated values
HOMO level = -14.647 eV
maximum force = 0.0865 Eh/bohr
HOMO-LUMO gap = 0.3731 Eh
net charge = +1
total energy = -9854.552 eV

This record from the Open Molecules 2025 dataset describes a 12-piece molecular cluster, C24H38Cl4N10 overall. The level of theory is the ωB97M-V functional and the def2-TZVPD basis.

Last column: Löwdin charge in e.
CARTESIAN COORDINATES (ANGSTROEM)
Cl1 -4.81727 -1.36743 7.74123  0.551
C1 -3.10995 -1.60240 7.44722  -0.678
C2 -2.62591 -2.94465 8.06028  -0.602
Cl2 -2.60125 -2.93970 9.90138  0.471
H1 -2.60655 -0.71897 7.83996  0.064
H2 -3.02138 -1.65386 6.36205  0.065
H3 -1.62480 -3.18983 7.70564  0.065
H4 -3.25533 -3.78471 7.76663  0.062
Cl3 -0.39372 2.48504 -1.61897  0.507
C3 0.04061 0.86791 -0.95702  -0.647
C4 -1.10613 0.28614 -0.15192  -0.624
Cl4 -1.30204 1.10784 1.45965  0.494
H5 0.98315 1.01091 -0.42857  0.065
H6 0.36370 0.33213 -1.84957  0.068
H7 -0.89752 -0.75420 0.09761  0.070
H8 -1.99045 0.42125 -0.77468  0.064
C5 -2.64251 -6.36955 1.91947  -0.071
C6 -3.32833 -6.72242 3.16890  -0.291
N1 -3.85682 -6.85772 4.17119  0.121
H9 -1.66220 -5.97193 2.18214  0.081
H10 -3.22103 -5.60213 1.40520  0.080
H11 -2.53222 -7.25186 1.28903  0.079
C7 -0.74228 6.60085 2.70707  -0.073
C8 0.27070 7.62873 2.40952  -0.276
N2 1.05850 8.45145 2.13045  0.110
H12 -0.37277 5.69266 3.18325  0.081
H13 -1.14161 6.37127 1.71918  0.080
H14 -1.53695 7.04645 3.30545  0.081
C9 8.01751 -3.06542 -1.69075  -0.081
C10 6.71044 -2.49640 -1.77279  -0.305
N3 5.68832 -1.97249 -1.83067  0.125
H15 8.36413 -3.16263 -0.66191  0.083
H16 8.67277 -2.33212 -2.16086  0.090
H17 8.08984 -4.06002 -2.13080  0.088
C11 2.10674 8.34002 -3.41325  -0.073
C12 1.64787 8.00205 -4.75365  -0.298
N4 1.27542 7.68247 -5.77573  0.125
H18 1.85211 7.59166 -2.66278  0.083
H19 1.77459 9.32979 -3.09998  0.082
H20 3.18640 8.45049 -3.51440  0.081
C13 6.14998 4.15411 0.49845  -0.080
C14 6.77096 4.26158 -0.85612  -0.253
N5 7.30189 4.33176 -1.91800  0.107
H21 6.94169 4.10029 1.24571  0.076
H22 5.45709 3.31506 0.56178  0.076
H23 5.57429 5.04733 0.74102  0.075
C15 3.86416 -0.65293 -7.17075  -0.080
C16 5.10536 -1.38105 -6.85396  -0.265
N6 6.12668 -1.94194 -6.61195  0.107
H24 3.20066 -1.24455 -7.80150  0.079
H25 4.11007 0.30427 -7.63051  0.080
H26 3.40709 -0.36610 -6.22369  0.079
C17 -7.18415 3.19261 2.00125  -0.069
C18 -8.14834 4.26152 1.65374  -0.288
N7 -8.86610 5.10505 1.47944  0.127
H27 -7.48891 2.25050 1.54557  0.076
H28 -7.10055 3.06015 3.07994  0.080
H29 -6.20115 3.42414 1.59110  0.075
C19 -2.09101 -4.78069 -6.60038  -0.068
C20 -1.74736 -4.56810 -5.20119  -0.305
N8 -1.48383 -4.46077 -4.08970  0.120
H30 -1.36750 -5.44103 -7.07847  0.086
H31 -2.12785 -3.77672 -7.02323  0.084
H32 -3.06173 -5.27450 -6.55610  0.084
C21 4.49838 -1.77039 4.73958  -0.080
C22 3.19551 -2.29688 4.42017  -0.293
N9 2.13499 -2.72524 4.13099  0.116
H33 4.66192 -0.72316 4.48532  0.086
H34 5.13716 -2.30940 4.03991  0.085
H35 4.67818 -2.03433 5.78174  0.088
C23 -6.65619 -3.62095 -2.82023  -0.078
C24 -7.24782 -4.67999 -1.98739  -0.275
N10 -7.71391 -5.54006 -1.32121  0.113
H36 -7.14915 -2.65440 -2.71598  0.079
H37 -6.73656 -3.98479 -3.84456  0.080
H38 -5.65750 -3.45872 -2.41475  0.079

Forces on the atoms, in the same order (eV/Å):
Cl -1.0 0.2 0.3
C 0.5 -1.0 0.3
C 0.0 0.5 0.2
Cl 0.0 0.1 -1.2
H 0.2 -0.3 0.0
H 0.4 0.0 0.1
H 0.1 0.3 0.3
H -0.2 0.3 0.1
Cl -0.1 0.1 0.2
C 0.8 0.7 -0.2
C 0.7 0.2 -0.1
Cl 0.0 -0.2 -0.8
H -0.3 0.0 0.5
H -0.7 -0.6 0.2
H -0.2 0.1 -0.2
H -0.2 -0.2 0.6
C -0.1 -0.2 0.4
C 0.4 0.6 -0.8
N -0.4 -0.3 0.7
H 0.0 0.0 -0.2
H 0.1 -0.1 0.0
H 0.0 0.1 0.0
C 0.0 0.6 -0.6
C 2.0 1.6 -0.2
N -2.0 -2.1 0.7
H 0.2 0.3 -0.1
H -0.3 -0.4 0.1
H 0.1 -0.1 0.0
C 1.1 -0.1 0.2
C -1.4 0.4 0.2
N 0.3 -0.2 0.0
H -0.3 0.1 0.1
H 0.3 -0.4 -0.3
H 0.0 0.3 -0.3
C 0.7 0.5 -0.2
C 0.0 0.2 1.8
N -0.5 -0.4 -1.7
H 0.0 0.0 -0.2
H -0.4 -0.2 -0.1
H 0.1 -0.3 0.4
C 0.2 0.4 -0.6
C 1.6 0.1 -3.2
N -2.1 -0.3 4.2
H -0.1 -0.3 -0.1
H 0.3 -0.1 -0.1
H 0.0 0.1 -0.3
C 0.6 0.2 0.5
C 3.8 -2.0 0.6
N -4.1 2.2 -0.9
H 0.1 0.1 0.2
H 0.1 -0.2 -0.3
H -0.3 -0.3 0.0
C -0.2 0.1 -0.5
C 2.8 -3.1 1.2
N -2.3 2.6 -0.7
H -0.1 0.0 0.1
H -0.1 0.1 -0.1
H 0.0 0.2 0.1
C -0.1 0.2 0.8
C 0.5 -0.4 0.4
N -0.1 0.2 0.0
H 0.0 0.3 -0.1
H -0.2 -0.3 -0.6
H -0.1 0.2 -0.6
C 0.4 -0.6 -0.5
C -4.3 -0.9 -1.2
N 3.3 1.3 1.0
H -0.5 0.0 0.4
H 0.6 -0.2 0.4
H 0.5 0.3 -0.1
C -0.2 -0.4 0.7
C -1.9 -2.5 2.4
N 1.7 3.0 -2.3
H -0.4 -0.3 0.0
H 0.6 0.4 0.0
H 0.3 -0.2 -0.7

Calculated values
HOMO level = -10.681 eV
maximum force = 0.0926 Eh/bohr
HOMO-LUMO gap = 0.3868 Eh
net charge = 0
SMILES = ClCCCl.ClCCCl.CC#N.CC#N.CC#N.CC#N.CC#N.CC#N.CC#N.CC#N.CC#N.CC#N
total energy = -90490.344 eV

This record from the Open Molecules 2025 dataset describes C29H64O4Si2 as an isolated structure. The level of theory is the ωB97M-V functional and the def2-TZVPD basis.

Last column: Löwdin charge in e.
CARTESIAN COORDINATES (ANGSTROEM)
C1 -0.39179 -5.50331 -1.78379  -0.106
C2 -1.92501 -5.34414 -1.82425  -0.259
C3 -2.43953 -4.29109 -0.83657  -0.230
C4 -3.96640 -4.27426 -0.70250  -0.216
C5 -4.64986 -3.59962 -1.90115  -0.204
C6 -4.71750 -2.06223 -1.78715  -0.203
C7 -4.18749 -1.29648 -3.01389  -0.215
C8 -3.66135 0.10093 -2.67390  -0.210
C9 -2.42679 0.13361 -1.74660  -0.209
C10 -2.58270 1.15639 -0.61319  -0.185
C11 -1.31145 1.57884 0.17281  -0.188
C12 0.02146 0.92230 -0.20947  -0.220
C13 0.73331 1.52272 -1.42920  -0.194
C14 2.21680 1.13096 -1.55089  -0.213
C15 2.43884 -0.16923 -2.32609  -0.214
C16 3.91301 -0.56017 -2.42698  -0.198
C17 4.18305 -1.77187 -3.34681  -0.205
C18 4.94844 -2.91842 -2.68850  -0.221
C19 4.25377 -3.55840 -1.46900  -0.261
C20 5.02683 -3.32511 -0.15333  -0.310
Si1 4.02436 -3.39501 1.42262  0.504
O1 4.29540 -1.99846 2.28185  -0.493
Si2 3.39274 -0.63889 2.01805  0.523
H1 0.05499 -4.79699 -1.08061  0.059
H2 0.06904 -5.32834 -2.75800  0.064
H3 -0.09910 -6.50422 -1.45841  0.065
H4 -2.39485 -6.29786 -1.56200  0.103
H5 -2.23756 -5.08791 -2.83981  0.097
H6 -2.09820 -3.29701 -1.15592  0.105
H7 -1.98196 -4.48536 0.14004  0.111
H8 -4.24094 -3.74112 0.21308  0.106
H9 -4.31443 -5.30915 -0.61657  0.105
H10 -5.65762 -4.00732 -2.01851  0.104
H11 -4.10396 -3.87038 -2.81277  0.094
H12 -5.76010 -1.77150 -1.62544  0.110
H13 -4.16235 -1.74142 -0.89826  0.095
H14 -5.00895 -1.17460 -3.72973  0.108
H15 -3.41687 -1.89130 -3.51933  0.108
H16 -3.43370 0.63899 -3.60003  0.108
H17 -4.48133 0.65841 -2.19946  0.107
H18 -1.54428 0.36644 -2.34126  0.088
H19 -2.28634 -0.86522 -1.31999  0.091
H20 -3.30768 0.74296 0.09888  0.103
H21 -3.05569 2.04995 -1.03693  0.106
H22 -1.50385 1.38334 1.22923  0.073
H23 -1.18591 2.66358 0.08867  0.107
H24 0.69556 1.04292 0.64949  0.095
H25 -0.10252 -0.15913 -0.34087  0.105
H26 0.23217 1.19630 -2.34664  0.093
H27 0.64665 2.61257 -1.37664  0.113
H28 2.64444 1.00260 -0.54504  0.072
H29 2.77774 1.93656 -2.03369  0.088
H30 2.04546 -0.05115 -3.34438  0.119
H31 1.86048 -0.97746 -1.85588  0.110
H32 4.44606 0.31342 -2.81918  0.105
H33 4.31255 -0.76342 -1.42379  0.097
H34 4.76332 -1.44728 -4.21607  0.106
H35 3.23029 -2.15268 -3.73496  0.110
H36 5.13812 -3.68837 -3.44261  0.104
H37 5.93184 -2.54580 -2.37672  0.106
H38 4.14640 -4.63291 -1.64160  0.105
H39 3.24000 -3.15034 -1.36481  0.085
H40 5.49612 -2.33363 -0.20031  0.066
H41 5.85283 -4.03993 -0.05711  0.074
H42 4.39209 -4.54894 2.27239  -0.032
H43 2.57826 -3.48986 1.11864  -0.021
H44 2.73263 -0.22520 3.27077  -0.058
H45 2.37482 -0.91349 0.98376  -0.055
H46 4.27617 0.44074 1.53916  -0.066
C21 -4.63124 2.86466 4.15244  -0.027
C22 -3.75917 1.72145 3.70193  -0.490
O2 -2.72975 1.90102 3.09359  0.063
C23 -4.23531 0.32752 4.04067  -0.024
H47 -4.18926 3.81066 3.85778  0.062
H48 -5.62445 2.76000 3.70939  0.086
H49 -4.74251 2.84867 5.23743  0.086
H50 -5.21803 0.15132 3.59918  0.083
H51 -4.33555 0.21912 5.12215  0.083
H52 -3.52760 -0.40704 3.66371  0.080
C24 -4.13751 7.67349 5.19571  -0.023
C25 -3.13811 6.64220 5.66148  -0.496
O3 -3.30432 5.46208 5.46379  0.067
C26 -1.91898 7.16154 6.38354  -0.023
H53 -4.96654 7.18346 4.69127  0.081
H54 -4.51173 8.24332 6.04807  0.084
H55 -3.65773 8.37741 4.51353  0.085
H56 -2.21936 7.71453 7.27533  0.084
H57 -1.36783 7.84870 5.73924  0.085
H58 -1.27691 6.33107 6.66570  0.082
C27 6.78411 2.61625 -2.22182  -0.024
C28 5.41540 2.97922 -1.69583  -0.511
O4 4.54344 3.38626 -2.42570  0.058
C29 5.19509 2.79201 -0.21383  -0.031
H59 6.82331 2.78643 -3.29494  0.082
H60 7.54804 3.21777 -1.72591  0.084
H61 6.99941 1.56750 -2.00787  0.082
H62 5.89656 3.40332 0.35654  0.087
H63 5.36354 1.74745 0.04892  0.053
H64 4.17504 3.07006 0.04168  0.082

Forces on the atoms, in the same order (eV/Å):
C 0.0 0.0 0.0
C 0.1 0.0 0.2
C 0.0 0.0 0.0
C 0.2 0.0 -0.3
C 0.0 0.0 0.0
C 0.1 0.0 -0.2
C -0.1 0.0 0.0
C -0.1 0.1 0.2
C -0.2 0.0 0.0
C 0.1 0.1 -0.1
C -0.1 -0.2 -0.1
C 0.2 0.0 0.1
C 0.1 -0.1 0.0
C -0.1 -0.1 0.0
C -0.1 0.0 0.1
C 0.0 -0.1 -0.1
C -0.1 0.0 0.0
C 0.1 -0.1 0.0
C 0.1 0.2 0.1
C 0.0 -0.1 -0.2
Si 0.2 -0.2 0.1
O -0.4 -0.1 -0.2
Si 0.1 0.1 0.2
H 0.0 0.0 0.0
H 0.0 0.0 0.1
H 0.0 0.1 0.0
H 0.0 0.0 -0.2
H -0.1 -0.1 0.1
H 0.1 -0.1 0.1
H 0.0 0.0 0.0
H -0.1 -0.1 0.0
H 0.0 0.1 0.1
H 0.0 0.0 0.0
H -0.1 0.0 0.1
H 0.1 0.1 0.1
H 0.0 0.0 0.0
H 0.1 -0.1 -0.1
H 0.0 0.1 0.1
H 0.0 0.0 0.1
H 0.1 -0.1 0.0
H 0.0 -0.1 0.0
H 0.2 0.1 0.0
H 0.0 0.1 -0.1
H 0.0 -0.1 0.0
H 0.1 0.1 -0.1
H 0.0 -0.1 0.0
H -0.1 0.0 -0.1
H 0.0 0.0 0.0
H 0.0 0.2 0.0
H 0.0 0.0 0.0
H 0.0 0.1 -0.1
H -0.1 -0.1 0.0
H 0.0 0.0 0.1
H 0.1 0.0 -0.1
H 0.1 -0.1 0.1
H -0.1 0.1 -0.1
H -0.1 0.0 0.0
H 0.1 0.0 0.0
H 0.0 0.1 0.0
H 0.0 -0.1 -0.1
H -0.1 0.1 0.1
H 0.1 -0.1 -0.1
H -0.1 -0.1 0.2
H 0.0 0.1 -0.1
H 0.1 0.1 0.0
H 0.0 0.0 0.0
H 0.0 0.0 0.0
H 0.0 0.0 0.0
H 0.0 0.0 0.0
C 0.1 0.0 -0.1
C 0.0 0.0 0.0
O 0.0 0.0 0.1
C 0.1 0.0 0.0
H 0.0 0.0 0.0
H 0.0 0.0 0.1
H 0.0 0.0 0.0
H 0.0 0.0 0.0
H 0.0 0.0 0.0
H 0.0 0.0 0.0
C 0.0 -0.1 0.0
C 0.0 0.0 0.0
O 0.0 0.0 0.0
C 0.0 -0.1 0.0
H 0.0 0.0 0.0
H 0.0 0.0 0.0
H 0.0 0.0 0.0
H 0.0 0.0 0.0
H 0.0 0.0 0.0
H 0.0 0.0 0.0
C -0.1 0.0 -0.1
C 0.1 0.0 0.1
O 0.0 0.1 -0.1
C -0.1 0.1 -0.1
H 0.0 0.0 0.0
H 0.0 0.0 0.0
H 0.0 0.0 0.0
H 0.1 0.0 0.0
H 0.1 0.0 0.0
H 0.0 0.0 0.0

Calculated values
HOMO level = -9.365 eV
maximum force = 0.0082 Eh/bohr
HOMO-LUMO gap = 0.3728 Eh
net charge = 0
total energy = -55058.188 eV